This record from the Open Molecules 2025 dataset describes a cluster of 2 separate species, C3H11NO in total. The level of theory is ωB97M-V/def2-TZVPD.

As for the HOMO-LUMO gap: 10.802 eV. The energy above the lowest of the compared OMol25 structures with the same formula, charge and spin is 176.4 kJ/mol. As for the structure (SMILES): CCOC.N. The value obtained for the HOMO energy is -9.8 eV.

Last column: Mulliken charge in e.
Cartesian coordinates (Å):
C1 -0.946679 0.995069 1.665484  -1.0059
C2 -0.202901 1.087109 0.251417  -0.2311
O1 0.559575 -0.115460 0.083083  -0.4161
C3 2.020106 -0.154446 -0.304248  -0.5881
H1 -1.239905 2.056818 1.953656  0.3402
H2 -1.819362 0.286265 1.491979  0.2553
H3 -0.238576 0.796578 2.528762  0.2709
H4 0.418918 2.014400 0.350815  0.3453
H5 -0.933031 1.355640 -0.536137  0.2448
H6 2.190406 -0.498100 -1.359873  0.2323
H7 2.616044 -0.773722 0.401773  0.2340
H8 2.350241 0.902547 -0.234842  0.2884
N1 -1.363241 -1.915251 -1.333147  -0.6614
H9 -0.561966 -1.299596 -1.345136  0.2464
H10 -1.728518 -1.858394 -2.313841  0.2281
H11 -1.121112 -2.879463 -1.299741  0.2169

Forces on the atoms, in the same order (eV/Å):
C 0.200 0.881 -0.844
C 0.835 1.069 2.315
O 1.302 -0.571 -0.864
C -1.448 1.595 0.115
H -0.423 -1.269 -0.712
H 1.119 0.916 1.019
H -0.782 -0.673 -1.309
H 0.186 -0.852 -0.341
H 0.330 -0.889 0.055
H -0.535 0.152 0.972
H -0.840 0.313 -0.366
H 0.197 -0.617 -0.068
N -1.422 0.748 -2.101
H 0.399 -0.291 0.482
H 0.100 0.206 1.128
H 0.783 -0.718 0.517